{
  "formula": "C5H12N2",
  "method": "ωB97M-V with the def2-TZVPD basis set",
  "fmax_ev_per_a": 2.9,
  "total_charge": 0,
  "homo_lumo_gap_ev": 9.3,
  "relative_energy_kcal_mol": 18.0,
  "molar_mass_g_mol": 100.2,
  "lumo_ev": 0.95,
  "species": ["C", "C", "C", "C", "N", "C", "N", "H", "H", "H", "H", "H", "H", "H", "H", "H", "H", "H", "H"],
  "positions_angstrom": [[-1.1825, -0.7611, -0.0964], [1.6491, -1.1195, -0.1419], [2.0758, 1.3330, 0.0217], [-2.6533, -0.3973, 0.0224], [1.0774, 0.2021, -0.1459], [-0.2169, 0.4922, 0.0864], [-0.5877, 1.6496, 0.4388], [-1.5632, 1.8923, 0.3295], [-0.9123, -1.4800, 0.6801], [-0.9943, -1.2179, -1.0706], [1.5082, -1.6773, 0.7916], [2.7270, -1.0536, -0.2872], [1.2441, -1.7122, -0.9619], [2.7756, 1.3070, -0.8145], [2.6214, 1.2249, 0.9629], [1.5110, 2.2604, 0.0315], [-3.2666, -1.2931, -0.0729], [-2.9450, 0.2975, -0.7641], [-2.8679, 0.0529, 0.9903]],
  "atomic_forces_ev_per_a": [[0.612, 1.316, 0.077], [-0.090, -0.431, -0.119], [-0.974, -1.099, -0.163], [0.156, -0.092, 0.026], [2.309, 1.724, 0.382], [-1.987, -2.023, -0.209], [0.235, 1.220, -0.235], [-0.123, -0.646, 0.302], [0.040, -0.072, -0.086], [0.108, -0.047, 0.084], [-0.145, 0.128, 0.026], [-0.088, 0.153, -0.102], [0.026, -0.163, 0.023], [-0.013, -0.038, 0.045], [-0.051, 0.005, -0.026], [0.128, -0.058, -0.016], [-0.041, 0.012, -0.019], [-0.067, 0.053, 0.004], [-0.038, 0.058, 0.008]]
}